[1]
This record from the Open Molecules 2025 dataset describes C20H24N2O5S in the gas phase. The level of theory is ωB97M-V/def2-TZVPD.

The geometry in ORCA input format:
```
! wB97M-V def2-TZVPD RIJCOSX def2/J DEFGRID3
* xyz 0 1
N -0.028 -0.550 2.580
S 0.453 1.057 2.532
O 1.758 1.112 1.935
O 0.262 1.634 3.834
C -0.743 1.736 1.403
C -2.047 1.899 1.826
C -2.995 2.369 0.933
C -2.638 2.685 -0.376
C -3.677 3.068 -1.390
C -4.446 1.809 -1.868
N -3.593 0.642 -1.905
C -2.539 0.579 -2.767
O -2.493 1.258 -3.776
C -1.440 -0.354 -2.391
C -0.469 -0.631 -3.355
C 0.655 -1.358 -3.043
C 0.854 -1.828 -1.741
O 2.017 -2.498 -1.523
C 2.349 -2.884 -0.209
C 2.700 -1.686 0.694
C 4.186 -1.291 0.677
C 4.707 -1.846 2.001
C 3.471 -1.690 2.879
O 2.381 -2.045 2.040
C -0.124 -1.584 -0.780
C -1.250 -0.851 -1.106
C -1.310 2.543 -0.768
C -0.361 2.062 0.119
H -0.487 -0.755 3.453
H 0.768 -1.169 2.443
H -2.302 1.661 2.846
H -4.021 2.489 1.250
H -4.389 3.782 -0.974
H -3.186 3.521 -2.251
H -4.828 1.986 -2.875
H -5.280 1.589 -1.201
H -3.524 0.124 -1.045
H -0.615 -0.242 -4.351
H 1.412 -1.564 -3.783
H 1.534 -3.451 0.258
H 3.210 -3.548 -0.319
H 2.084 -0.827 0.400
H 4.268 -0.205 0.672
H 4.700 -1.692 -0.194
H 4.967 -2.902 1.904
H 5.563 -1.299 2.385
H 3.360 -0.647 3.203
H 3.449 -2.353 3.745
H -0.017 -1.929 0.234
H -1.952 -0.656 -0.308
H -1.022 2.795 -1.777
H 0.670 1.933 -0.168
*
```

Frontier orbital gap, eV: 9.2034
Structure (SMILES): NS(=O)(=O)c1ccc(CCNC(=O)c2ccc(OC[C@@H]3CCCO3)cc2)cc1
F_max, hartree/bohr: 0.015
Relative energy (zero: lowest compared OMol25 entry of this formula, charge and spin), eV: 1.197
Calculated total energy, eV: -45182.886


[2]
This record from the Open Molecules 2025 dataset describes 3 unconnected molecules or ions with the total composition C3H7N3O2 at a distorted geometry. The level of theory is ωB97M-V/def2-TZVPD.

The geometry in ORCA input format:
```
! wB97M-V def2-TZVPD RIJCOSX def2/J DEFGRID3
* xyz 0 3
C 1.119 2.264 -0.205
C 0.824 -2.235 -0.670
C 0.801 0.179 1.027
N 0.904 1.272 0.568
N 0.332 -0.307 2.209
N -1.924 -0.041 -1.445
O -0.238 -2.332 -0.254
O 1.877 -2.191 -1.049
H 0.390 2.580 -0.888
H 2.193 2.623 -0.051
H -0.050 -1.247 2.055
H 0.050 0.320 2.945
H -1.562 -0.597 -2.171
H -1.808 -0.389 -0.517
H -2.906 0.103 -1.555
*
```

⟨S²⟩: 2.01
Frontier orbital gap (spin up / spin down), eV: 5.8103 / 8.5894
F_max, hartree/bohr: 0.116
Relative energy (zero: lowest compared OMol25 entry of this formula, charge and spin), eV: 0.000
Calculated total energy, eV: -11785.278


[3]
This record from the Open Molecules 2025 dataset describes 2 unconnected molecules or ions with the total composition C41H39BF6O4S at a distorted geometry. The level of theory is ωB97M-V/def2-TZVPD.

The geometry in ORCA input format:
```
! wB97M-V def2-TZVPD RIJCOSX def2/J DEFGRID3
* xyz 0 1
C -6.406 6.484 0.231
C -5.587 5.247 0.136
C -5.241 4.549 -1.003
C -4.364 3.431 -0.750
C -4.103 3.279 0.586
B -3.226 2.141 1.243
C -1.709 2.753 1.134
C -1.206 3.497 2.189
C 0.113 3.939 2.122
C 0.734 4.704 3.254
F 1.751 5.520 2.829
F -0.171 5.491 3.904
F 1.275 3.854 4.185
C 0.917 3.649 1.036
C 0.383 2.920 -0.009
C 1.279 2.600 -1.171
F 1.404 1.249 -1.356
F 0.802 3.122 -2.344
F 2.546 3.093 -1.003
C -0.942 2.477 0.018
O -3.647 2.024 2.620
C -3.437 0.779 3.257
C -3.847 -0.434 2.371
C -3.320 -1.700 3.036
C -5.361 -0.455 2.196
C -3.177 -0.289 0.976
O -3.379 0.990 0.399
S -4.919 4.472 1.558
H -6.747 6.777 -0.769
H -7.280 6.297 0.875
H -5.814 7.309 0.660
H -5.581 4.846 -1.988
H -3.948 2.816 -1.545
H -1.840 3.769 3.035
H 1.946 3.988 1.012
H -1.374 1.956 -0.839
H -2.363 0.724 3.535
H -4.040 0.785 4.182
H -3.552 -2.596 2.443
H -2.224 -1.627 3.136
H -3.730 -1.843 4.048
H -5.657 -1.287 1.546
H -5.857 -0.564 3.166
H -5.669 0.492 1.728
H -2.081 -0.454 1.043
H -3.609 -1.025 0.276
C -3.865 -4.743 10.673
O -2.458 -4.877 10.382
C -2.113 -4.846 9.057
C -0.740 -4.672 8.764
C -0.329 -4.571 7.451
C -1.270 -4.585 6.390
C -0.842 -4.364 5.005
C 0.221 -3.457 4.769
C 0.879 -3.239 3.570
C 2.219 -2.715 3.459
C 2.844 -2.755 2.183
C 4.132 -2.255 1.989
C 4.855 -1.733 3.075
C 4.244 -1.638 4.336
C 2.946 -2.133 4.542
C -1.523 -5.087 3.934
C -2.050 -6.391 4.170
C -2.731 -7.080 3.189
C -2.802 -6.542 1.881
O -3.514 -7.260 0.960
C -3.710 -6.633 -0.326
C -2.242 -5.273 1.604
C -1.704 -4.534 2.648
C -2.641 -4.750 6.705
C -3.065 -4.938 8.012
H -3.937 -4.769 11.762
H -4.237 -3.782 10.286
H -4.435 -5.574 10.236
H -0.046 -4.617 9.601
H 0.736 -4.515 7.229
H 0.581 -2.907 5.637
H 0.469 -3.640 2.646
H 2.287 -3.181 1.348
H 4.565 -2.257 0.988
H 5.867 -1.346 2.916
H 4.785 -1.154 5.154
H 2.486 -2.062 5.529
H -1.903 -6.864 5.142
H -3.215 -8.037 3.379
H -4.299 -7.353 -0.898
H -4.262 -5.687 -0.217
H -2.746 -6.451 -0.823
H -2.277 -4.854 0.594
H -1.411 -3.502 2.464
H -3.387 -4.723 5.910
H -4.119 -5.128 8.231
*
```

Frontier orbital gap, eV: 2.5313
F_max, hartree/bohr: 0.041
Relative energy (zero: lowest compared OMol25 entry of this formula, charge and spin), eV: 0.000
Calculated total energy, eV: -79155.725


[4]
This record from the Open Molecules 2025 dataset describes a molecular structure, C22H15IN6O2OsSSe. The level of theory is ωB97M-V/def2-TZVPD.

The geometry in ORCA input format:
```
! wB97M-V def2-TZVPD RIJCOSX def2/J DEFGRID3
* xyz 2 5
Os 0.010 0.914 1.282
N -1.835 2.190 0.538
C -2.981 1.300 0.423
C -4.184 1.720 -0.070
C -5.274 0.832 -0.155
C -5.139 -0.464 0.257
C -3.903 -0.926 0.763
C -3.696 -2.257 1.191
C -2.469 -2.647 1.653
C -1.432 -1.713 1.691
N -1.599 -0.456 1.311
C -2.817 -0.033 0.844
H -1.616 2.614 -0.360
H -2.043 2.938 1.196
H -4.306 2.746 -0.396
H -6.217 1.187 -0.547
H -5.970 -1.154 0.197
H -4.518 -2.960 1.142
H -2.280 -3.659 1.980
H -0.439 -1.986 2.026
S -0.743 2.284 5.666
C -0.478 1.828 4.207
N -0.267 1.474 3.073
I 2.521 -2.000 -6.770
C 1.953 -1.492 -4.835
C 2.253 -2.351 -3.781
C 1.876 -2.011 -2.496
C 1.198 -0.815 -2.260
C 0.897 0.039 -3.321
C 1.274 -0.298 -4.607
C 0.822 -0.478 -0.887
O 1.051 -1.169 0.107
O 0.178 0.664 -0.679
H 2.778 -3.277 -3.968
H 2.101 -2.669 -1.668
H 0.367 0.964 -3.141
H 1.043 0.360 -5.433
Se 3.378 -1.739 3.174
N 4.693 -0.941 2.331
C 4.188 0.135 1.747
C 4.884 1.090 0.960
C 4.162 2.110 0.409
C 2.761 2.183 0.578
N 2.076 1.341 1.331
C 2.785 0.341 1.956
N 2.168 -0.558 2.677
H 5.950 0.988 0.805
H 4.637 2.865 -0.200
H 2.198 2.948 0.058
*
```

⟨S²⟩: 6.05
Frontier orbital gap (spin up / spin down), eV: 5.9269 / 4.4886
F_max, hartree/bohr: 0.011
Relative energy (zero: lowest compared OMol25 entry of this formula, charge and spin), eV: 0.000
Calculated total energy, eV: -122827.070


[5]
This record from the Open Molecules 2025 dataset describes 9 unconnected molecules or ions with the total composition C11H38BF4O8 at a distorted geometry. The level of theory is ωB97M-V/def2-TZVPD.

The geometry in ORCA input format:
```
! wB97M-V def2-TZVPD RIJCOSX def2/J DEFGRID3
* xyz -1 1
B -0.564 -0.246 -0.752
F 0.705 -0.861 -0.598
F -0.574 0.899 0.072
F -0.713 0.108 -2.106
F -1.547 -1.160 -0.355
C -1.321 2.339 3.105
O -1.396 1.132 3.819
H -0.369 2.857 3.253
H -1.474 2.166 2.032
H -2.135 3.010 3.398
H -0.877 0.450 3.350
C -0.359 -2.053 2.774
O -0.041 -0.691 2.412
H -1.245 -2.016 3.415
H -0.611 -2.642 1.897
H 0.448 -2.444 3.394
H 0.170 -0.750 1.472
C -1.409 -3.218 -3.303
O -0.194 -2.549 -3.095
H -1.208 -4.159 -3.816
H -1.990 -3.358 -2.389
H -2.046 -2.659 -4.013
H -0.400 -1.710 -2.661
C -3.457 0.899 -3.457
O -3.728 0.808 -2.066
H -4.314 1.267 -4.019
H -2.580 1.531 -3.606
H -3.200 -0.087 -3.865
H -2.904 1.003 -1.610
C 2.061 3.014 0.511
O 1.669 1.935 1.344
H 1.539 3.940 0.773
H 3.135 3.151 0.640
H 1.872 2.776 -0.535
H 0.971 1.442 0.892
C -4.366 0.352 2.784
C -4.026 0.363 1.305
O -4.506 -0.851 0.705
H -5.302 -0.166 2.999
H -4.480 1.369 3.162
H -3.552 -0.170 3.276
H -2.935 0.347 1.210
H -4.366 1.238 0.742
H -3.899 -1.047 -0.018
C 2.928 -0.252 -3.052
C 3.837 0.953 -3.062
O 3.802 1.623 -1.808
H 3.275 -1.002 -2.333
H 2.791 -0.724 -4.026
H 1.936 0.012 -2.680
H 3.455 1.648 -3.812
H 4.857 0.667 -3.336
H 4.423 1.187 -1.218
C 3.977 -2.005 1.606
C 3.826 -0.627 1.013
O 3.879 0.385 2.033
H 5.006 -2.226 1.897
H 3.721 -2.773 0.862
H 3.316 -2.189 2.451
H 2.885 -0.502 0.474
H 4.643 -0.390 0.324
H 2.962 0.658 2.191
*
```

Frontier orbital gap, eV: 9.8088
F_max, hartree/bohr: 0.026
Relative energy (zero: lowest compared OMol25 entry of this formula, charge and spin), eV: 0.358
Calculated total energy, eV: -39956.656


[6]
This record from the Open Molecules 2025 dataset describes C8H9N5S in the gas phase at a distorted geometry. The level of theory is ωB97M-V/def2-TZVPD.

The geometry in ORCA input format:
```
! wB97M-V def2-TZVPD RIJCOSX def2/J DEFGRID3
* xyz 0 1
N 2.246 2.938 -2.695
C 0.804 2.737 -2.853
C 0.259 1.534 -2.124
C -0.468 0.519 -2.645
S -0.876 -0.632 -1.408
C -0.019 0.365 -0.278
N 0.128 0.077 1.074
C -0.336 -0.998 1.775
N -1.028 -1.929 1.134
C -1.476 -2.940 1.871
C -1.226 -3.043 3.234
C -0.482 -2.008 3.792
N -0.046 -0.972 3.091
N 0.510 1.450 -0.762
H 2.722 2.109 -3.016
H 2.434 2.965 -1.707
H 0.294 3.637 -2.516
H 0.571 2.652 -3.917
H -0.794 0.396 -3.660
H 0.622 0.767 1.584
H -2.031 -3.727 1.346
H -1.586 -3.916 3.823
H -0.222 -1.980 4.858
*
```

Frontier orbital gap, eV: 8.8375
Structure (SMILES): NCc1csc(Nc2ncccn2)n1
F_max, hartree/bohr: 0.022
Relative energy (zero: lowest compared OMol25 entry of this formula, charge and spin), eV: 0.000
Calculated total energy, eV: -26728.281


[7]
This record from the Open Molecules 2025 dataset describes a gas-phase ion, C4H8NO (charge +1) at a distorted geometry. The level of theory is ωB97M-V/def2-TZVPD.

The geometry in ORCA input format:
```
! wB97M-V def2-TZVPD RIJCOSX def2/J DEFGRID3
* xyz 1 1
C -2.730 0.089 0.550
C -1.129 0.281 -0.213
C 0.401 0.458 0.268
C 1.224 -0.769 0.281
N 0.707 1.649 0.656
O -3.472 -0.012 -0.451
H -1.092 -0.537 -0.828
H -1.443 1.130 -0.781
H 0.937 -1.273 1.196
H 2.291 -0.574 0.258
H 0.895 -1.336 -0.602
H 0.130 2.430 0.445
H 1.682 1.816 0.979
H -3.183 -0.206 -1.410
*
```

Frontier orbital gap, eV: 8.4399
F_max, hartree/bohr: 0.091
Relative energy (zero: lowest compared OMol25 entry of this formula, charge and spin), eV: 3.594
Calculated total energy, eV: -7804.509